73
Properties=species:S:1:pos:R:3:forces:R:3:lowdin_spin:R:1 method="wB97M-V/def2-TZVPD" e_above_lowest_ev=0.841 homo_ev="-15.33 / -17.59" orbital_gap_ha="0.2472 / 0.1811" energy_ha=-2482.99951 multiplicity=5 charge=+3
Ir -0.706 -0.048 -0.334 0.9823 2.4346 1.6997 1.74
S -4.700 0.713 2.834 0.2623 1.5216 -0.0280 0.34
P 1.601 0.260 -1.063 1.9659 0.2700 -0.4404 0.19
P -0.960 -1.888 -1.397 0.5460 -2.5141 -2.3856 0.14
P -0.186 -1.056 1.674 0.9960 -0.7218 1.6713 0.19
N -0.372 2.005 0.206 1.1899 0.3694 -0.7047 0.07
C 0.228 3.730 1.749 0.5996 -0.8360 -0.2518 0.00
C 1.522 -1.749 1.799 -0.2150 0.0298 0.2050 0.04
C 0.193 -3.305 -1.223 -0.0384 0.3372 -0.0814 0.00
C -0.388 -0.086 3.216 -0.0922 -0.0721 0.1299 0.03
C -0.236 4.722 0.888 -0.4860 0.2786 0.2058 0.02
C -0.345 6.139 1.366 -0.1584 0.0779 0.1006 0.00
C -5.030 -0.566 -0.806 -1.0465 0.2655 -1.0528 0.02
C 1.585 1.318 -2.547 -0.1429 -0.0051 -0.0610 0.04
C -4.181 3.997 0.518 -0.3170 0.4277 1.3170 0.03
C -0.627 4.313 -0.392 0.3925 -0.5782 -0.4738 0.01
C 2.784 1.207 0.009 -0.2851 0.0104 0.0846 0.03
C 0.256 2.405 1.327 -0.5205 0.5917 0.6930 0.02
C -0.625 2.957 -0.711 -0.8703 0.8267 0.1579 0.04
C -4.164 1.787 1.554 -0.7475 -0.1982 0.2006 0.20
C -4.479 3.162 1.602 0.6452 1.4465 0.2405 0.07
C -3.812 3.469 -0.730 0.0710 -0.4395 0.4080 0.18
C -0.783 -1.379 -3.144 -0.4726 -0.3895 -0.3725 0.06
C -4.432 -0.410 -2.005 -1.6523 -0.1498 0.0195 0.03
C -1.198 -2.530 2.026 -0.2526 -0.0753 0.3284 0.04
C -3.482 2.111 -0.756 -0.0463 -0.6475 0.0335 0.04
C -3.569 1.300 0.375 -0.2276 -0.4139 -1.0407 0.16
C 2.671 -1.140 -1.600 -0.0737 -0.0906 0.0686 0.03
C -2.496 -2.715 -1.069 -0.8315 -0.4519 -0.1746 0.06
H 0.525 6.743 1.085 -0.0671 -0.1643 -0.0578 0.00
H -1.129 -2.756 3.100 0.0631 -0.0031 -0.2764 0.01
H 2.574 1.302 -3.016 -0.1129 0.0240 0.0759 0.01
H 2.486 2.264 0.056 0.1006 -0.3104 -0.0502 0.00
H -2.533 -3.689 -1.562 0.0246 0.0215 0.0210 0.01
H 2.267 -1.624 -2.497 0.1306 0.1333 0.2069 0.00
H -1.351 -2.047 -3.804 0.2152 0.0993 -0.0443 0.01
H -0.865 -3.415 1.470 -0.1978 0.3277 0.1253 0.00
H -3.240 1.656 -1.711 0.4331 0.2248 0.4496 0.01
H 1.663 -2.095 2.834 0.0447 0.0465 -0.2885 0.01
H 3.796 1.154 -0.420 -0.3724 -0.0459 0.0508 0.01
H 0.635 3.966 2.727 -0.0023 0.0968 -0.1453 0.00
H -0.902 2.603 -1.710 -0.1113 0.2290 0.4660 0.01
H 0.540 0.431 3.492 -0.2617 -0.1608 -0.0222 0.00
H 2.819 0.814 1.033 0.0877 0.1481 -0.2934 0.00
H -3.797 4.083 -1.645 0.1173 -0.2923 0.6149 0.01
H -4.355 -1.268 -2.681 0.7081 0.3409 0.3008 0.00
H 1.635 -2.608 1.124 -0.0402 0.2791 0.2022 0.00
H -2.246 -2.309 1.801 0.1617 -0.1603 0.1560 0.00
H 2.290 -1.000 1.566 -0.2897 -0.3014 0.1470 0.00
H -5.168 -1.524 -0.298 -0.0268 0.0525 -0.4668 0.00
H 0.277 -1.402 -3.435 -0.3427 -0.0862 0.1019 0.00
H 2.774 -1.883 -0.801 0.0257 0.1873 -0.2091 0.00
H 0.842 0.963 -3.262 0.1176 0.0577 -0.0249 0.00
H -1.233 6.627 0.950 0.2005 -0.0543 0.0090 0.00
H -3.296 -2.090 -1.433 0.0321 -0.2431 -0.0198 0.00
H 3.674 -0.763 -1.842 -0.3164 0.0620 0.0586 0.01
H -1.156 -0.352 -3.265 0.0253 -0.3919 -0.0181 0.02
H -4.322 0.588 -2.450 -0.4942 -0.8330 -0.0530 0.00
H -1.195 0.648 3.107 0.1973 -0.1167 0.0467 0.00
H -0.912 5.017 -1.169 0.1078 0.0366 0.2044 0.00
H 1.342 2.345 -2.263 0.0987 -0.1025 -0.0839 0.00
H -3.345 0.222 0.342 0.2629 0.8810 -0.1228 0.04
H -2.666 -2.848 -0.002 0.1812 -0.0973 -0.1791 0.00
H 1.211 -3.033 -1.499 -0.2204 -0.2058 0.0961 0.00
H 0.792 1.652 1.904 -0.5827 0.2006 -0.0755 0.00
H -5.363 -0.104 2.035 0.0856 -0.8231 -0.5058 0.02
H -0.153 -4.103 -1.891 0.0525 0.1599 0.1277 0.00
H -5.660 0.254 -0.413 0.8771 -0.2835 0.1284 0.00
H 0.176 -3.677 -0.197 0.0451 -0.0638 -0.2210 0.00
H -4.203 5.083 0.658 -0.6202 -0.4483 -0.1332 0.00
H -0.419 6.161 2.459 0.0492 0.0375 -0.2436 0.00
H -4.938 3.558 2.518 0.3111 0.0332 -0.4716 0.00
H -0.651 -0.781 4.022 0.1286 0.2043 -0.0796 0.01



32
Properties=species:S:1:pos:R:3:forces:R:3:lowdin_charge:R:1 method="wB97M-V/def2-TZVPD" e_above_lowest_ev=0.588 homo_ev=-9.81 orbital_gap_ha=0.3765 energy_ha=-20906.52781
Br -2.384 4.829 0.305 0.0003 -0.0213 -0.1559 0.59
Br 0.131 1.990 0.866 -0.1583 0.1024 0.8501 0.61
Br -0.961 -2.328 1.901 -0.1023 -0.0227 -0.0665 0.67
Br 0.942 -5.233 4.838 -0.0758 -0.0912 -0.0044 0.62
Br 1.797 1.933 -1.991 0.1399 0.0664 -0.6488 0.59
Br 0.971 6.602 -2.291 0.0303 0.1492 0.2199 0.60
Br -0.409 -1.142 -4.552 -0.2031 0.2026 0.1191 0.61
Br -0.321 -6.627 0.650 0.0515 -0.1263 -0.0031 0.62
C -0.688 6.457 -1.242 0.4359 -0.6601 -0.8602 -0.68
C 0.038 -6.756 2.554 -0.1213 0.2947 0.4974 -0.69
C 1.122 1.015 -3.604 0.1468 0.7353 0.5809 -0.66
C -0.970 -0.401 1.924 -0.2007 1.1632 1.1172 -0.73
C 0.361 0.149 1.446 -0.8775 -0.4701 -1.0071 -0.67
C 0.981 -5.636 2.948 0.1791 -0.1837 -0.7081 -0.74
C -0.799 5.010 -0.844 -0.3655 0.1130 0.6595 -0.73
C -0.002 0.144 -3.123 0.4551 -0.7421 -0.3388 -0.70
H 1.152 0.060 2.178 0.0976 0.0801 -0.0701 0.07
H 0.794 1.791 -4.289 0.0220 -0.0387 -0.0418 0.06
H 1.989 0.503 -4.000 -0.1779 -0.2911 -0.0683 0.05
H -0.645 7.131 -0.397 -0.0001 0.1207 -0.0795 0.06
H -0.912 -6.628 3.064 -0.0693 -0.1663 -0.1051 0.05
H 0.565 -0.368 0.511 0.6169 -0.0143 0.1479 0.03
H -1.436 6.700 -1.988 -0.2898 0.2897 0.3757 0.05
H 0.023 4.685 -0.215 0.1235 0.0167 -0.1496 0.01
H 0.706 -4.747 2.390 0.0827 0.2159 0.3013 -0.02
H 0.457 -7.735 2.759 -0.0904 -0.0535 -0.0310 0.06
H -1.823 0.019 1.397 0.1494 -0.4976 -0.6387 0.05
H -0.900 0.688 -2.857 -0.0346 0.0359 -0.1122 0.06
H -1.172 -0.065 2.943 0.2368 -0.3649 0.1447 0.06
H -0.939 4.340 -1.684 0.0689 0.0159 -0.0348 0.05
H 0.332 -0.470 -2.293 -0.1240 0.0033 0.0501 0.03
H 2.001 -5.909 2.696 0.0541 0.1386 0.0604 0.06



9
Properties=species:S:1:pos:R:3:forces:R:3:lowdin_spin:R:1 method="wB97M-V/def2-TZVPD" e_above_lowest_ev=2.194 homo_ev="-6.62 / -10.13" orbital_gap_ha="0.2617 / 0.2459" energy_ha=-644.10898 multiplicity=3
S 0.871 0.862 -2.135 1.9191 -0.1677 0.1022 0.01
O -1.837 -0.797 -0.423 -2.9020 -1.2252 -1.7483 0.49
N 0.210 -1.550 3.321 -0.0614 -1.1504 1.7096 0.20
C 0.054 -0.282 1.082 -0.3380 -2.9132 3.4535 0.59
C 0.123 -1.059 2.296 0.6176 1.6887 -1.6912 0.09
C -0.932 -0.523 0.247 0.1039 1.0279 -1.3935 0.54
H 1.156 1.804 -3.046 0.2283 -0.0430 0.0511 0.00
H -0.370 1.086 -2.302 -2.1706 0.2088 -0.1455 0.00
H 0.725 0.459 0.960 2.6032 2.5740 -0.3378 0.05